<A>
{"formula": "C6H8N2", "method": "wB97M-V/def2-TZVPD", "symbols": ["H", "N", "C", "N", "C", "C", "C", "C", "C", "H", "H", "H", "H", "H", "H", "H"], "positions_angstrom": [[-2.083, 2.125, 0.343], [-2.761, 1.209, -0.090], [-2.162, 0.105, -0.400], [-0.927, -0.390, -0.015], [-0.042, -1.435, -0.620], [1.227, -0.709, 0.275], [2.104, 0.231, -0.130], [2.549, 1.381, -0.633], [0.096, 0.018, 0.946], [-2.675, -0.584, -1.038], [-0.263, -2.481, -0.406], [0.181, -1.293, -1.684], [1.499, -1.730, 0.949], [2.961, 2.583, -0.656], [0.087, -0.321, 2.051], [0.208, 1.291, 1.111]], "molar_mass_g_mol": 108.14, "gap_ev": 9.18, "lumo_energy_ha": 0.021, "smiles": "[H]/N=C\\N1CC(C#C)C1", "homo_energy_ev": -8.6, "total_charge": 0}



<B>
{"formula": "C6H8N2", "method": "wB97M-V/def2-TZVPD", "symbols": ["C", "C", "C", "C", "N", "N", "C", "C", "H", "H", "H", "H", "H", "H", "H", "H"], "positions_angstrom": [[-0.791, 0.421, 0.194], [-1.907, -0.478, 0.590], [0.471, -0.057, -0.456], [1.845, 1.606, 0.612], [1.293, 0.463, 0.642], [-0.115, 0.648, -1.517], [0.643, -1.485, -0.625], [0.825, -2.659, -0.780], [-0.894, 1.455, 0.511], [0.189, 1.622, -1.527], [-2.800, -0.221, 0.001], [-2.150, -0.356, 1.649], [-1.694, -1.528, 0.399], [1.776, 2.320, -0.218], [2.403, 1.945, 1.480], [0.905, -3.698, -0.954]], "molar_mass_g_mol": 108.14, "gap_ev": 9.71, "lumo_energy_ha": 0.035, "homo_energy_ev": -8.8, "total_charge": 0}



<C>
{"formula": "C6H8N2", "method": "wB97M-V/def2-TZVPD", "symbols": ["C", "C", "C", "C", "C", "C", "N", "N", "H", "H", "H", "H", "H", "H", "H", "H"], "positions_angstrom": [[3.422, -0.380, -0.061], [-0.958, 0.638, 0.525], [-2.071, -1.656, 0.014], [0.217, 1.403, -0.036], [-1.344, -0.598, -0.306], [2.352, 0.546, 0.118], [4.391, -0.996, 0.129], [1.195, 0.426, -0.357], [-0.825, 0.392, 1.566], [-1.957, 1.124, 0.538], [-2.338, -2.505, -0.730], [-2.432, -1.767, 1.115], [-0.087, 1.949, -0.966], [0.795, 2.220, 0.607], [-1.023, -0.485, -1.360], [0.663, -0.313, -0.796]], "molar_mass_g_mol": 108.14, "gap_ev": 8.89, "lumo_energy_ha": 0.007, "homo_energy_ev": -8.7, "total_charge": 0}



Quick one: least stable of them? <A>



<A>
{"formula": "C6H8N2", "method": "wB97M-V/def2-TZVPD", "symbols": ["C", "N", "C", "C", "C", "C", "N", "C", "H", "H", "H", "H", "H", "H", "H", "H"], "positions_angstrom": [[-1.346, 1.117, 0.005], [-2.215, 0.049, -0.072], [-1.406, -1.111, -0.018], [-0.135, -0.739, 0.013], [-0.116, 0.692, 0.054], [1.360, 1.195, 0.084], [2.226, -0.046, -0.128], [1.291, -1.196, 0.111], [-1.610, 2.242, -0.032], [-3.282, -0.008, 0.108], [-1.753, -2.156, -0.208], [1.687, 1.649, 1.082], [1.490, 2.008, -0.690], [2.386, 0.025, -1.108], [1.620, -2.047, -0.400], [1.488, -1.480, 1.151]], "molar_mass_g_mol": 108.14, "gap_ev": 9.48, "lumo_energy_ha": 0.036, "smiles": "c1[nH]cc2c1CNC2", "homo_energy_ev": -8.5, "total_charge": 0}



<B>
{"formula": "C6H8N2", "method": "wB97M-V/def2-TZVPD", "symbols": ["C", "C", "C", "C", "C", "C", "H", "H", "H", "H", "H", "H", "H", "H", "N", "N"], "positions_angstrom": [[2.286, -0.505, -0.153], [1.104, 0.078, 0.028], [0.907, 1.563, 0.236], [-1.798, 0.287, 0.269], [-1.235, -1.080, 0.233], [-0.126, -0.371, -0.637], [2.531, -1.621, -0.266], [3.013, 0.168, 0.078], [1.742, 1.981, 0.852], [-1.772, 0.947, 1.298], [-2.852, 0.198, -0.054], [-1.960, -1.792, -0.510], [-0.883, -1.824, 1.171], [0.349, -0.879, -1.467], [-0.274, 1.935, -0.211], [-1.034, 0.916, -0.866]], "molar_mass_g_mol": 108.14, "gap_ev": 9.35, "lumo_energy_ha": 0.014, "homo_energy_ev": -9.0, "total_charge": 0}



<C>
{"formula": "C6H8N2", "method": "wB97M-V/def2-TZVPD", "symbols": ["C", "C", "N", "C", "C", "C", "N", "C", "H", "H", "H", "H", "H", "H", "H", "H"], "positions_angstrom": [[0.405, -1.394, -0.757], [0.843, -0.109, -1.022], [1.156, 0.484, 0.264], [1.236, 1.825, 0.853], [-0.147, 1.222, 0.610], [-0.937, 0.015, 0.965], [-1.451, -0.428, -0.106], [-1.110, -1.651, -0.823], [0.746, -1.726, 0.256], [0.589, 0.535, -1.858], [1.453, 2.735, 0.244], [1.764, 1.802, 1.800], [-0.669, 1.679, -0.233], [-0.649, -0.648, 1.800], [-1.581, -1.691, -1.846], [-1.322, -2.512, -0.233]], "molar_mass_g_mol": 108.14, "gap_ev": 9.18, "lumo_energy_ha": 0.034, "smiles": "C1=CN2C[C@@H]2C=NC1", "homo_energy_ev": -8.3, "total_charge": 0}



<D>
{"formula": "C6H8N2", "method": "wB97M-V/def2-TZVPD", "symbols": ["C", "N", "C", "C", "N", "C", "C", "C", "H", "H", "H", "H", "H", "H", "H", "H"], "positions_angstrom": [[2.195, -0.154, 0.042], [1.483, -1.250, 0.118], [0.167, -0.791, 0.090], [-0.009, 0.634, -0.196], [1.346, 1.081, -0.045], [-1.238, 1.274, -0.015], [-1.947, -0.004, 0.229], [-1.433, -1.214, -0.298], [3.319, 0.381, 0.135], [1.821, 1.938, -0.299], [-1.605, 1.876, -0.952], [-1.244, 1.871, 1.042], [-2.035, -0.215, 1.416], [-3.122, 0.421, 0.066], [-1.794, -2.133, 0.398], [-1.557, -1.423, -1.425]], "molar_mass_g_mol": 108.14, "gap_ev": 9.00, "lumo_energy_ha": 0.030, "smiles": "c1nc2c([nH]1)CCC2", "homo_energy_ev": -8.2, "total_charge": 0}



Quick one: least stable of them? <C>



<A>
{"formula": "C6H8N2", "method": "wB97M-V/def2-TZVPD", "symbols": ["C", "C", "C", "C", "N", "C", "C", "N", "H", "H", "H", "H", "H", "H", "H", "H"], "positions_angstrom": [[-2.596, -0.844, -0.047], [-1.325, -0.938, -0.077], [-0.436, 0.244, -0.030], [-1.014, 1.608, -0.026], [-1.258, 2.763, 0.208], [0.937, 0.198, -0.019], [1.906, -0.956, 0.175], [1.441, 1.471, -0.239], [-3.336, -1.647, -0.077], [-3.047, 0.069, -0.173], [-0.901, -1.928, 0.145], [1.650, -1.697, -0.603], [1.846, -1.462, 1.135], [3.002, -0.749, -0.170], [2.442, 1.612, -0.149], [0.689, 2.257, -0.052]], "molar_mass_g_mol": 108.14, "gap_ev": 8.71, "lumo_energy_ha": 0.026, "smiles": "C=C/C(C#N)=C(\\C)N", "homo_energy_ev": -8.0, "total_charge": 0}



<B>
{"formula": "C6H8N2", "method": "wB97M-V/def2-TZVPD", "symbols": ["C", "C", "C", "C", "C", "C", "H", "H", "H", "H", "H", "H", "H", "H", "N", "N"], "positions_angstrom": [[1.386, 0.734, 1.015], [1.106, -0.719, 0.775], [-0.338, -1.392, -1.244], [-1.848, 0.268, -1.167], [-0.750, 0.563, -0.028], [-0.043, 1.280, 0.831], [1.852, 1.349, 2.224], [2.292, 1.062, 0.152], [0.226, -0.917, 1.679], [2.105, -1.600, 0.871], [0.588, -2.204, -1.775], [-2.848, 0.146, -0.767], [-2.096, 1.103, -1.942], [-0.508, 1.840, 1.644], [0.315, -0.410, -0.412], [-1.438, -1.103, -1.858]], "molar_mass_g_mol": 108.14, "gap_ev": 9.36, "lumo_energy_ha": 0.032, "homo_energy_ev": -8.5, "total_charge": 0}



Quick one: least stable of them? <B>



<A>
{"formula": "C6H8N2", "method": "wB97M-V/def2-TZVPD", "symbols": ["C", "C", "C", "C", "N", "N", "C", "C", "H", "H", "H", "H", "H", "H", "H", "H"], "positions_angstrom": [[-2.535, 0.227, -0.011], [-1.288, -0.540, -0.238], [-0.053, 0.020, -0.177], [0.403, 1.361, 0.000], [1.644, 1.490, -0.261], [2.244, 0.246, -0.666], [2.315, -0.671, 0.560], [1.173, -0.771, -0.417], [-3.184, -0.112, -0.792], [-2.418, 1.346, -0.040], [-3.001, -0.061, 0.954], [-1.554, -1.602, -0.268], [-0.150, 2.179, 0.436], [2.159, -0.061, 1.519], [3.155, -1.362, 0.485], [1.091, -1.689, -1.086]], "molar_mass_g_mol": 108.14, "gap_ev": 8.98, "lumo_energy_ha": 0.019, "smiles": "C/C=C1\\C=NN2C[C@@H]12", "homo_energy_ev": -8.5, "total_charge": 0}



<B>
{"formula": "C6H8N2", "method": "wB97M-V/def2-TZVPD", "symbols": ["C", "N", "C", "C", "C", "C", "C", "N", "H", "H", "H", "H", "H", "H", "H", "H"], "positions_angstrom": [[-1.501, 0.933, 0.767], [-1.547, 1.710, -0.354], [-0.456, 1.472, -1.155], [0.189, 0.361, -0.655], [-0.487, 0.000, 0.508], [0.418, -0.979, 1.189], [1.149, -1.666, -0.043], [1.333, -0.429, -0.879], [-2.403, 1.010, 1.437], [-2.037, 2.696, -0.426], [-0.146, 2.052, -1.995], [-0.043, -1.736, 1.874], [1.306, -0.313, 1.690], [2.171, -1.997, 0.320], [0.609, -2.514, -0.370], [1.446, -0.600, -1.910]], "molar_mass_g_mol": 108.14, "gap_ev": 8.61, "lumo_energy_ha": 0.039, "smiles": "c1[nH]cc2c1CCN2", "homo_energy_ev": -7.6, "total_charge": 0}



Quick one: least stable of them? <A>